# 1
The following is a DFT calculation (ωB97M-V/def2-TZVPD) of a 11-piece molecular cluster, C78H170N8O11 overall.

E (eV): -118074.2319
SMILES: CC1(C)CCCC(C)(C)N1O.CC1(C)CCCC(C)(C)N1O.CC1(C)CCCC(C)(C)N1O.CC1(C)CCCC(C)(C)N1O.CC1(C)CCCC(C)(C)N1O.CC1(C)CCCC(C)(C)N1O.CC1(C)CCCC(C)(C)N1O.CC1(C)CCCC(C)(C)N1O.CCO.CCO.CCO
Kohn-Sham gap (Eh): 0.3208
HOMO energy (eV): -8.293

Structure (ORCA input):
```
! wB97M-V def2-TZVPD RIJCOSX def2/J DEFGRID3
* xyz 0 1
C -3.21518 -3.60508 -5.09590
C -2.70477 -4.99423 -4.62317
C -2.02376 -4.91066 -3.25668
C -2.95367 -4.70661 -2.03765
C -3.91508 -5.84512 -2.19587
C -4.69039 -6.04350 -3.52872
N -3.72835 -6.06868 -4.64044
O -4.45807 -6.12246 -5.90167
C -5.41717 -7.35347 -3.52418
C -5.83691 -4.96735 -3.67530
C -1.58891 -5.43479 -5.57848
H -3.64397 -3.04509 -4.25519
H -4.02366 -3.61421 -5.86548
H -2.43318 -2.99169 -5.53815
H -1.48255 -5.86585 -3.13989
H -1.22384 -4.20371 -3.34026
H -3.44085 -3.74715 -2.22150
H -2.44162 -4.69762 -1.07519
H -4.65419 -5.91333 -1.40873
H -3.23778 -6.73336 -2.07941
H -5.86744 -7.51180 -4.43789
H -4.63215 -8.10181 -3.43484
H -6.12861 -7.28635 -2.69873
H -6.57297 -5.30653 -2.96591
H -5.70493 -3.86748 -3.50588
H -6.24292 -5.17726 -4.65782
H -0.69374 -4.86708 -5.47653
H -1.92321 -5.41491 -6.64368
H -1.34211 -6.47325 -5.35906
H -4.96416 -5.29401 -5.95452
C -6.56522 0.52571 1.89391
C -5.60502 -0.64678 1.43257
C -6.26290 -2.04842 1.59455
C -7.29076 -2.37646 0.50598
C -6.63179 -2.27577 -0.80943
C -6.02039 -0.84658 -1.14913
N -5.20544 -0.52205 0.03133
O -4.47444 0.73945 -0.12090
C -5.18145 -1.00820 -2.38207
C -7.11385 0.20500 -1.48686
C -4.37209 -0.67165 2.29402
H -6.13669 1.45535 1.39843
H -6.57004 0.67686 2.95835
H -7.61387 0.30611 1.61714
H -5.47664 -2.80476 1.61257
H -6.74261 -1.92625 2.62747
H -8.17272 -1.72462 0.58148
H -7.62901 -3.41575 0.69643
H -7.12840 -2.71887 -1.64025
H -5.78901 -3.00711 -0.74075
H -4.74434 -0.07171 -2.65602
H -4.25746 -1.56690 -2.21191
H -5.85073 -1.41026 -3.14613
H -7.39316 -0.11665 -2.47818
H -7.93054 0.16057 -0.75760
H -6.68056 1.16159 -1.56392
H -3.71840 0.25586 2.30841
H -3.63690 -1.46767 2.03335
H -4.63134 -0.73530 3.36463
H -3.75119 0.44920 -0.63284
C -1.82011 2.69786 4.53022
C -2.50919 3.82326 3.80576
C -3.49766 3.29413 2.70450
C -4.26955 4.37671 1.96046
C -5.12747 5.11083 2.94516
C -4.36293 5.61555 4.18969
N -3.40951 4.59381 4.71461
O -2.60614 5.23033 5.74607
C -3.72828 7.04625 3.88846
C -5.45059 5.80139 5.36897
C -1.42071 4.74013 3.10711
H -1.46747 1.94795 3.81109
H -2.54565 2.21154 5.18467
H -1.01198 3.06288 5.13148
H -2.89864 2.72986 2.01420
H -4.11148 2.45886 3.09661
H -4.78942 3.93556 1.16648
H -3.58690 5.11684 1.47718
H -5.93215 4.41689 3.15843
H -5.46295 6.02840 2.52786
H -2.79736 7.18256 4.46959
H -3.47366 7.16879 2.80591
H -4.44326 7.84045 4.20814
H -6.23504 6.40602 4.93326
H -5.75816 4.78063 5.67226
H -5.12438 6.26250 6.32640
H -0.83567 4.17365 2.37619
H -0.88044 5.00752 4.01849
H -1.73315 5.59302 2.55248
H -3.00417 4.78747 6.52070
C 4.95545 -1.78958 -1.75409
C 6.28393 -1.33463 -2.36296
C 6.06689 -1.01775 -3.86580
C 5.34714 0.27385 -3.96820
C 6.15645 1.41896 -3.33861
C 6.29751 1.18253 -1.82432
N 6.94225 -0.17211 -1.67934
O 7.02872 -0.46901 -0.32745
C 7.35473 2.16513 -1.23740
C 4.96429 1.25101 -1.02199
C 7.24878 -2.52068 -2.20389
H 5.05553 -1.98688 -0.71146
H 4.73469 -2.80965 -2.15111
H 4.11427 -1.11115 -1.85561
H 7.06188 -1.04890 -4.36971
H 5.47366 -1.84670 -4.24161
H 4.42601 0.10517 -3.39607
H 5.08059 0.57870 -4.94561
H 5.46743 2.28057 -3.33454
H 7.11174 1.55851 -3.76569
H 7.66087 1.77679 -0.28107
H 8.20232 2.23498 -1.91775
H 6.98530 3.18163 -1.11405
H 4.11720 1.20188 -1.73708
H 4.93713 0.36961 -0.33873
H 4.87451 2.17760 -0.44445
H 8.23679 -2.07552 -2.29594
H 6.98483 -3.24627 -2.95197
H 7.20422 -3.04265 -1.22311
H 7.93556 -0.67326 -0.13473
C 6.86087 0.03468 5.12305
C 5.94146 0.79585 4.13522
C 5.96282 0.13417 2.67795
C 5.11119 -1.14115 2.60751
C 3.68633 -0.85059 3.03317
C 3.58228 -0.21227 4.37856
N 4.48703 0.90228 4.40088
O 4.21496 1.77542 5.47786
C 2.13154 0.36296 4.46685
C 3.77962 -1.18898 5.57298
C 6.46423 2.27169 3.95337
H 7.91233 0.33424 4.89372
H 6.74603 -1.10219 5.06925
H 6.64936 0.30049 6.13879
H 5.58813 0.91526 1.96723
H 6.99132 -0.08608 2.34407
H 5.52442 -1.99849 3.18855
H 5.06065 -1.55193 1.55601
H 3.09995 -1.78996 3.01084
H 3.27055 -0.14786 2.32126
H 2.13254 1.25838 3.84513
H 1.51679 -0.37198 3.93065
H 1.75553 0.52270 5.47748
H 3.64808 -0.69085 6.54885
H 2.96189 -1.89188 5.51839
H 4.67084 -1.78429 5.70245
H 5.70511 2.75883 3.37234
H 7.33193 2.27615 3.31464
H 6.69513 2.82508 4.83591
H 4.23230 1.20704 6.24322
C 3.50048 -5.49187 2.21676
C 2.06512 -5.68048 2.44139
C 1.42549 -4.31278 2.63074
C -0.16327 -4.24614 2.53921
C -0.46975 -4.94044 1.19742
C 0.00814 -6.37440 1.14672
N 1.48595 -6.33232 1.25707
O 1.97643 -7.65124 1.34478
C -0.75555 -7.37837 2.10387
C -0.40620 -6.90314 -0.31196
C 1.88381 -6.57456 3.75027
H 4.04491 -6.41789 2.21862
H 3.95316 -4.95110 3.04234
H 3.72669 -4.89190 1.32550
H 1.79077 -3.88246 3.54797
H 1.83127 -3.67676 1.83680
H -0.55789 -3.24772 2.45592
H -0.61501 -4.76158 3.41804
H 0.06748 -4.34133 0.41938
H -1.59381 -4.96061 1.08072
H -0.31533 -8.36182 1.93252
H -0.60835 -7.12775 3.12141
H -1.77935 -7.53571 1.79612
H 0.02075 -6.29435 -1.15221
H 0.06504 -7.93309 -0.51754
H -1.48960 -6.94183 -0.35932
H 2.31857 -6.05510 4.61470
H 2.48443 -7.46830 3.62123
H 0.91490 -6.79181 4.07595
H 2.49953 -7.78882 0.53767
C -0.88315 0.72267 1.02754
C -0.16953 1.02408 -0.31270
C 1.35386 0.77517 -0.12492
C 1.66230 -0.75578 -0.17503
C 1.36657 -1.20679 -1.56240
C -0.12564 -1.04306 -1.79142
N -0.59262 0.32606 -1.56675
O -1.98430 0.35796 -1.81462
C -0.37783 -1.38443 -3.30028
C -0.87760 -2.13501 -1.05600
C -0.44662 2.54056 -0.42316
H -0.69436 -0.29799 1.37132
H -1.96110 0.82538 0.94897
H -0.45982 1.48586 1.70153
H 1.86607 1.21535 -0.96734
H 1.77336 1.05750 0.81393
H 1.15147 -1.33456 0.59107
H 2.74290 -0.89002 -0.04192
H 1.63862 -2.31016 -1.68771
H 1.85039 -0.53461 -2.26644
H -1.44102 -1.21809 -3.61333
H 0.20038 -0.75450 -3.95013
H -0.12151 -2.46703 -3.41813
H -0.75427 -3.19159 -1.27224
H -0.74207 -2.09299 0.04521
H -1.96131 -2.01266 -1.27769
H 0.11903 2.96286 -1.24197
H -0.22420 3.04629 0.49756
H -1.53558 2.63646 -0.56442
H -2.15412 0.98821 -2.59077
C 2.60424 3.71783 3.14486
C 3.03103 4.76383 2.04559
C 3.28250 3.97072 0.75170
C 3.47925 4.87050 -0.48819
C 2.29073 5.84003 -0.55615
C 1.78323 6.56746 0.70068
N 1.80285 5.60985 1.82130
O 1.60232 6.41756 3.06716
C 2.58525 7.89131 0.82878
C 0.25651 6.89467 0.51373
C 4.17424 5.57294 2.47755
H 2.33358 4.24026 4.03634
H 3.49883 3.06661 3.34124
H 1.79159 3.06183 2.86243
H 4.17454 3.35812 0.90503
H 2.45269 3.27970 0.61210
H 3.69623 4.29587 -1.39037
H 4.47830 5.33221 -0.33115
H 1.45730 5.29820 -1.03120
H 2.50982 6.71120 -1.26441
H 2.21078 8.54454 0.01706
H 2.29429 8.46912 1.72223
H 3.64947 7.76707 0.84905
H 0.23769 7.55443 -0.33312
H -0.30440 5.99369 0.26772
H -0.06068 7.52051 1.35763
H 4.04929 6.20846 3.43202
H 4.61966 6.33046 1.76337
H 4.95924 4.84538 2.71772
H 0.65656 6.14057 3.34112
C -1.09336 -0.41171 -7.28497
C -2.17556 0.36400 -6.62342
O -1.77816 1.70862 -6.18289
H -0.61730 0.14889 -8.08327
H -1.46453 -1.37087 -7.69196
H -0.32855 -0.65432 -6.58726
H -2.54211 -0.20884 -5.82677
H -2.95191 0.43150 -7.39977
H -2.33918 2.00305 -5.39188
C 2.09676 2.69845 -5.19992
C 1.50635 2.36621 -3.82894
O 0.09398 2.61129 -3.81086
H 3.16934 2.57423 -5.19177
H 1.91281 3.70788 -5.58205
H 1.74619 1.96905 -5.86033
H 1.89607 3.01419 -3.09766
H 1.82187 1.32948 -3.50656
H -0.29619 2.24943 -4.58751
C -4.25218 3.67017 -2.28923
C -3.23596 3.46892 -3.35991
O -3.21961 2.19424 -3.93170
H -4.12521 4.67882 -1.91201
H -4.04157 2.95846 -1.41137
H -5.31322 3.50403 -2.65418
H -2.24737 3.58930 -2.86755
H -3.29196 4.20704 -4.18190
H -4.02223 1.71406 -3.92819
*
```



# 2
The following is a DFT calculation (ωB97M-V/def2-TZVPD) of C4H23NO11 as an isolated structure.

E (eV): -28534.0508
Kohn-Sham gap (Eh): 0.3119
HOMO energy (eV): -2.922

Structure (ORCA input):
```
! wB97M-V def2-TZVPD RIJCOSX def2/J DEFGRID3
* xyz -2 1
O -1.29284 1.52835 0.00076
C -0.75817 0.53693 0.48695
O -0.10814 0.55112 1.57738
C -0.94241 -0.84023 -0.37006
C -1.32127 -0.54638 -1.84892
C -0.10682 -0.41186 -2.77111
O 0.52875 -1.51720 -3.22640
N -2.04171 -1.56552 0.20317
H 0.05875 -1.35588 -0.57781
H -1.98699 0.30079 -1.71336
H -1.92766 -1.42501 -2.20318
H -0.52182 0.05338 -3.76470
H 0.58329 0.29854 -2.36438
H -1.85281 -2.51213 0.17958
H -2.82492 -1.42283 -0.36008
H 0.47316 1.98429 2.60484
H 1.90682 1.97588 3.03048
O 1.26983 2.58315 2.76005
H 2.08517 -1.99291 0.35995
H 1.23416 -1.19323 1.24119
O 1.97586 -1.76388 1.42596
H 2.93793 -2.36995 -1.33728
H 1.23712 -1.96649 -2.31475
O 2.04676 -1.96885 -1.15454
H -2.29998 2.29575 1.33406
H -2.95870 1.26685 2.34423
O -2.84307 2.12709 2.09097
H 3.71750 0.60884 1.74064
H 2.80224 -0.38234 2.14952
O 3.23832 0.43825 2.44414
H 2.03743 0.84225 -0.27279
H 2.46699 0.04884 -1.59106
O 2.81266 0.79983 -0.98440
H -0.87969 -0.48682 2.79428
H -2.03787 -1.00138 2.04467
O -1.73170 -0.92648 2.93927
H -1.26503 2.01245 -2.73251
H -2.04436 2.64876 -1.67429
O -1.66680 2.74801 -2.49045
*
```